24
Properties=species:S:1:pos:R:3 method="wB97M-V/def2-TZVPD" largest_force_ev_per_a=3.738 lumo_energy_ev="-10.32 / -10.32" total_energy_ha=-4631.11012 charge=+2 homo_lumo_gap_ha="0.200 / 0.200"
Re -2.14324 1.28480 -0.31291
S -5.72332 -0.69836 -3.23090
As -4.73595 -0.05781 -1.47332
S -4.34774 1.98593 -0.99375
S -2.84434 -0.88636 -0.87772
S -6.57462 -1.07427 -1.24706
C 2.80965 -0.42190 -0.74352
C 1.86606 -0.82298 0.44307
C 1.67742 -2.35762 0.47493
C 2.44823 -0.30092 1.78348
C 0.60272 -0.19030 0.18722
C -0.46628 0.41875 -0.01694
H 3.77311 -0.89823 -0.54247
H 2.95087 0.65951 -0.79367
H 2.42855 -0.78360 -1.70134
H 2.65914 -2.80326 0.64746
H 1.28501 -2.73096 -0.47283
H 1.01061 -2.65729 1.28583
H 3.41847 -0.78229 1.92001
H 1.80566 -0.56101 2.62731
H 2.58963 0.78012 1.76270
S -1.21256 5.64712 0.72953
C -1.52517 4.24191 0.40920
N -1.75187 3.00901 0.13569